(1)
ORCA calculation (ωB97M-V/def2-TZVPD) on 4 unconnected molecules or ions with the total composition C18H45BN2O17P5.

The geometry in XYZ format:
```
88
C18H45BN2O17P5 (ωB97M-V/def2-TZVPD)
P 2.28 -3.62 4.09
P -6.17 4.02 2.71
P -4.61 2.01 -2.26
P 6.06 -2.29 -2.05
P 0.18 1.62 -4.42
O 2.48 -2.36 3.07
O -2.81 -0.47 -3.35
O 3.59 -4.39 3.55
O 5.85 -0.82 -2.86
O 7.52 -2.43 -2.72
O 6.05 -1.66 -0.67
O -5.24 1.26 -3.59
O -0.92 -1.22 -2.01
O -6.03 5.52 3.28
O 6.12 -3.85 -1.47
O -5.01 3.14 3.07
O 0.98 -4.20 3.63
O -7.26 3.62 3.89
O -0.93 1.26 -5.50
O -5.79 4.46 1.18
O 0.84 0.21 -3.98
O 2.44 -4.33 5.58
N -2.04 2.79 -3.09
N 1.25 2.52 -5.07
C 0.70 1.43 -0.92
C 7.32 -4.27 -0.85
C -2.76 2.01 -2.36
C 0.20 0.17 1.37
C -1.21 -2.59 -2.33
C -5.07 0.94 -0.86
C 2.77 -2.67 1.71
C 1.60 -3.82 6.64
C 3.55 -5.81 3.42
C 4.54 -0.25 -2.83
C -4.68 5.33 0.99
C -0.59 2.53 -2.99
C -1.88 1.07 -1.54
C -0.59 1.93 -1.57
C -7.94 2.36 3.76
C -5.45 5.73 4.57
C 8.49 -1.40 -2.51
C 0.40 0.69 0.31
B -1.86 -0.33 -2.34
H 3.98 -6.28 4.30
H -4.57 1.24 0.06
H 4.15 -6.08 2.55
H 0.12 -0.14 2.38
H -4.78 -0.10 -1.05
H -4.59 1.33 -4.30
H -6.15 1.00 -0.76
H 4.53 0.59 -3.53
H -0.01 3.45 -2.92
H 1.26 2.31 -0.60
H -4.98 6.37 1.15
H 1.68 -2.74 6.72
H -2.28 0.87 -0.54
H -1.82 1.25 -5.13
H -2.08 -2.95 -1.77
H 1.94 -4.26 7.58
H 2.51 -1.79 1.11
H 1.36 0.87 -1.58
H -2.45 3.50 -3.69
H -3.34 -1.27 -3.29
H -8.73 2.33 4.50
H -4.77 4.92 4.83
H 8.05 -4.58 -1.59
H -0.87 2.79 -0.95
H -4.90 6.67 4.53
H 9.47 -1.87 -2.45
H 2.18 -3.52 1.36
H -6.23 5.81 5.32
H -7.24 1.54 3.94
H 0.56 -4.10 6.47
H -4.37 5.22 -0.05
H -0.36 -3.20 -2.05
H -8.38 2.25 2.77
H -1.36 -2.76 -3.40
H 7.74 -3.49 -0.22
H 1.75 0.36 -3.70
H 3.83 -2.87 1.59
H 2.15 2.06 -5.06
H 2.53 -6.17 3.27
H 8.30 -0.86 -1.58
H -3.85 5.08 1.64
H 8.48 -0.70 -3.35
H 3.79 -0.98 -3.15
H 4.31 0.11 -1.83
H 7.07 -5.13 -0.23
```

## Properties
Multiplicity: 1
Total charge: +1
E_HOMO, eV: -11.366

These are the Löwdin partial charges, in e, on atoms 1 to 5:
1. P 0.56
2. P 0.55
3. P 0.94
4. P 0.66
5. P 0.52

---

(2)
ORCA calculation (ωB97M-V/def2-TZVPD) on a molecular structure, C30H29ClN3O6Pt.

The geometry in XYZ format:
```
70
C30H29ClN3O6Pt (ωB97M-V/def2-TZVPD)
Pt 0.39 -0.25 -0.19
Cl 5.99 -0.23 1.38
O -3.01 -2.25 3.20
O -0.04 -1.47 1.46
O 5.12 -0.79 4.07
O 0.86 -1.96 3.44
O 3.14 -1.61 4.61
O -1.55 -0.32 -0.55
N 3.57 -0.45 0.14
N 2.29 -0.70 0.49
N -3.52 -2.11 0.69
C -3.25 -1.47 -4.14
C -3.62 -2.08 -2.97
C -2.10 -0.65 -1.70
C 2.26 -1.02 1.78
C 5.22 0.08 -1.65
C 0.72 3.57 -1.98
C 3.34 -0.63 -3.57
C 3.95 -0.33 -1.25
C 5.52 0.15 -3.01
C 3.52 -0.90 2.35
C -3.23 -1.00 2.76
C -1.74 -0.03 -2.91
C 0.93 -1.52 2.30
C 0.94 1.32 -1.01
C -2.32 -0.43 -4.10
C -3.49 -0.89 1.39
C 4.59 -0.19 -3.97
C -3.28 0.15 3.54
C 3.02 -0.71 -2.22
C -3.10 -1.66 -1.73
C 0.38 2.69 -0.77
C -3.83 0.32 0.81
C -3.51 -2.40 -0.58
C 4.33 -0.51 1.28
C -3.88 1.46 1.60
C -1.11 2.74 -0.46
C 1.19 3.16 0.46
C -2.55 -2.49 4.53
C -3.60 1.36 2.95
C 4.01 -1.10 3.76
H 1.80 3.63 -2.14
H 2.05 -1.10 -1.95
H -1.39 3.77 -0.21
H -2.85 -3.51 4.77
H 1.94 1.40 -1.44
H 4.84 -0.13 -5.02
H -3.01 -1.81 5.24
H 2.60 -0.94 -4.29
H 0.35 4.58 -1.80
H -3.64 2.25 3.57
H 0.25 3.19 -2.89
H -3.67 -1.79 -5.08
H 6.51 0.48 -3.29
H -3.08 0.11 4.60
H -3.88 -3.40 -0.78
H 2.25 -1.79 4.21
H -4.34 -2.89 -2.98
H -4.06 0.38 -0.25
H -1.46 -2.39 4.55
H -2.04 0.07 -5.02
H -4.15 2.41 1.16
H -3.67 -2.89 1.32
H 0.99 4.22 0.62
H 0.89 2.61 1.36
H -1.70 2.44 -1.33
H 2.27 3.04 0.32
H 5.98 0.36 -0.96
H -0.99 0.75 -2.89
H -1.38 2.10 0.37
```

## Properties
Multiplicity: 1
Total charge: +1
E_HOMO, eV: -11.100

These are the Löwdin partial charges, in e, on atoms 1 to 5:
1. Pt 1.34
2. Cl 0.90
3. O -0.08
4. O -0.13
5. O 0.09

---

In eV/Å, the strongest force on any atom values for the records above are, in order, 8.3 0.6.
In hartree, the calculated total energy values for the records above are, in order, -3832.83141 -2355.56007.
In eV, the Kohn-Sham gap values for the records above are, in order, 7.015 7.175.